Molecular formula: C29H69BO8PReSb2Se2
Method: DFT, ωB97M-V/def2-TZVPD

Summary:
Energy relative to the best compared isomer or geometry (same formula, charge and spin) in kcal/mol: 0.00
E_LUMO (spin up / spin down) in hartree: -0.06164 / -0.14119
Net charge: +1
E_tot in Eh: -7476.06565
Multiplicity: 4
<S²>: 3.782
Highest occupied orbital energy (spin up / spin down) in Eh: -0.36484 / -0.38215
Largest force on an atom in Eh/bohr: 0.0148

Cartesian coordinates (Å):
Re (-0.16649, -0.12808, -0.02721)
O (-2.77379, 2.60791, -1.47701)
C (-2.23366, 3.90530, -1.23794)
C (-0.81966, 3.87568, -0.68272)
C (-0.43970, 5.37537, -0.63583)
O (0.80780, 5.64606, -0.01893)
C (-0.72406, 3.34852, 0.74581)
Se (-1.41574, 1.57316, 1.18711)
C (0.21015, 3.21839, -1.60166)
Se (0.23300, 1.30043, -2.00022)
H (-3.67744, 2.72014, -1.78794)
H (-2.86168, 4.45098, -0.52563)
H (-2.21187, 4.47358, -2.17539)
H (-1.24473, 5.93607, -0.15022)
H (-0.34777, 5.74428, -1.65804)
H (0.71095, 5.55350, 0.93404)
H (-1.27067, 4.00946, 1.42137)
H (0.32006, 3.30147, 1.05221)
H (1.20231, 3.44364, -1.21387)
H (0.13654, 3.65208, -2.59889)
O (0.53488, 0.66244, 3.84864)
H (1.02795, 1.26828, 3.27009)
H (0.17006, 1.21445, 4.54655)
C (-4.39574, -0.18503, -0.17341)
Sb (-2.64892, -0.89130, -1.15686)
C (-3.07828, -0.10420, -3.08986)
C (-3.40567, -2.81285, -1.71543)
H (-5.18268, -0.07809, -0.92013)
H (-4.18577, 0.77366, 0.29421)
H (-4.72891, -0.89392, 0.58260)
H (-4.11168, 0.24263, -3.08902)
H (-2.98854, -0.91323, -3.81573)
H (-2.40807, 0.71134, -3.34124)
H (-4.44284, -2.65371, -2.02345)
H (-3.37435, -3.54600, -0.91459)
H (-2.83819, -3.18266, -2.57013)
C (0.29244, -1.29482, -4.95871)
C (-0.19307, -1.69559, -3.59022)
O (0.94773, -2.03964, -2.78958)
P (1.17768, -1.82669, -1.22284)
O (2.76207, -1.85120, -1.23255)
C (3.56623, -1.11653, -2.19083)
C (4.16710, -2.07844, -3.18415)
O (0.87517, -3.23664, -0.54876)
C (1.42218, -4.48811, -1.04993)
C (0.39709, -5.20106, -1.89684)
H (-0.55957, -1.13064, -5.62082)
H (0.91665, -2.07760, -5.39119)
H (0.87151, -0.37189, -4.90481)
H (-0.85446, -2.56175, -3.63661)
H (-0.72183, -0.87012, -3.12332)
H (4.32422, -0.60917, -1.60357)
H (2.95628, -0.35406, -2.67712)
H (4.77081, -2.83139, -2.67511)
H (4.81428, -1.53464, -3.87494)
H (3.39219, -2.58333, -3.76131)
H (1.67427, -5.06777, -0.16412)
H (2.34161, -4.28275, -1.59454)
H (-0.54383, -5.31354, -1.35515)
H (0.76086, -6.19709, -2.15396)
H (0.20840, -4.65915, -2.82431)
C (4.91736, 0.53182, 1.70267)
C (4.02179, 1.39984, 0.83197)
C (4.86763, 2.01988, -0.26629)
O (3.03355, 0.54638, 0.20233)
B (1.76380, 0.75757, 0.71995)
O (1.83495, 1.80283, 1.65567)
C (3.15101, 2.42743, 1.63096)
C (2.97553, 3.76147, 0.93089)
C (3.59633, 2.65587, 3.06408)
H (5.23887, -0.32928, 1.11432)
H (4.41802, 0.16410, 2.59354)
H (5.80660, 1.08426, 2.01332)
H (5.55481, 1.27248, -0.66665)
H (5.47316, 2.84072, 0.12280)
H (4.25375, 2.39502, -1.08488)
H (2.68570, 3.64561, -0.11433)
H (3.89417, 4.34897, 0.96615)
H (2.19521, 4.33080, 1.43616)
H (3.49138, 1.75561, 3.66929)
H (2.99242, 3.44504, 3.51676)
H (4.63964, 2.97449, 3.10135)
C (1.37005, -3.76288, 3.92551)
C (1.39645, -2.87226, 2.68301)
C (2.48401, -1.81961, 2.82553)
Sb (-0.47450, -1.96393, 2.10710)
C (-1.50168, -1.62097, 3.96960)
C (-1.82498, -2.88180, 4.78358)
C (-2.75405, -0.76245, 3.79159)
C (-1.56009, -3.63969, 1.29342)
C (-3.06954, -3.53172, 1.50689)
C (-1.05099, -5.00544, 1.75441)
H (2.35602, -4.22292, 4.04635)
H (0.64150, -4.56839, 3.87762)
H (1.18199, -3.17732, 4.82827)
H (1.62383, -3.47067, 1.79858)
H (2.32415, -1.18608, 3.69937)
H (2.53928, -1.18234, 1.94712)
H (3.45488, -2.31493, 2.93036)
H (-0.75089, -1.04936, 4.51048)
H (-2.67298, -3.42956, 4.38203)
H (-2.10526, -2.57425, 5.79619)
H (-0.99386, -3.57385, 4.88010)
H (-3.54639, -1.31465, 3.28277)
H (-2.56677, 0.15501, 3.23709)
H (-3.14263, -0.47746, 4.77473)
H (-1.35282, -3.53712, 0.22987)
H (-3.35279, -3.69146, 2.54202)
H (-3.58552, -4.29943, 0.92165)
H (-3.47623, -2.56695, 1.20672)
H (-1.25404, -5.17383, 2.81306)
H (0.02076, -5.13128, 1.59330)
H (-1.56333, -5.80167, 1.20364)

Here are the Löwdin charges for atoms 1 to 2, given in e: 0.2840, -0.1226

=====

Molecular formula: C29H69Br6NO17P4
Method: DFT, ωB97M-V/def2-TZVPD

Summary:
Energy relative to the best compared isomer or geometry (same formula, charge and spin) in kcal/mol: 121.77
E_LUMO in hartree: -0.02107
E_tot in Eh: -19289.89540
Multiplicity: 1
Highest occupied orbital energy in Eh: -0.34752
Largest force on an atom in Eh/bohr: 0.1025

Cartesian coordinates (Å):
C (11.01376, -12.22181, -8.99077)
O (10.90410, -12.89702, -7.95244)
N (11.20812, -12.75717, -10.19117)
C (11.26765, -11.94804, -11.40574)
C (11.56334, -14.16170, -10.42106)
H (10.75555, -11.15169, -9.00966)
H (11.13898, -10.86692, -11.35338)
H (10.53249, -12.40015, -12.07149)
H (12.16596, -12.28133, -11.92540)
H (12.54794, -14.23012, -10.88365)
H (11.56043, -14.61886, -9.43158)
H (10.76604, -14.56590, -11.04477)
C (13.04102, -19.71790, -3.78313)
Br (12.72422, -21.47711, -2.83046)
Br (12.38903, -18.23734, -2.58515)
Br (11.78355, -19.73657, -5.24914)
H (14.08539, -19.58310, -4.06462)
C (5.81031, -16.43344, -6.06049)
Br (5.29330, -14.74171, -5.09129)
Br (4.89013, -16.54120, -7.85845)
Br (5.21588, -17.91624, -4.87110)
H (6.88575, -16.48283, -6.23102)
C (6.94430, -17.16931, -17.81271)
C (5.46917, -17.42043, -17.32772)
O (4.48456, -16.66293, -17.88566)
P (2.87620, -16.96509, -17.81057)
O (2.45437, -18.42244, -17.91124)
O (2.39747, -16.23920, -16.40398)
C (2.54561, -16.62767, -15.09944)
C (1.72785, -17.90609, -14.60203)
O (2.29876, -15.89931, -18.86614)
C (2.73447, -15.85541, -20.15613)
C (3.12420, -14.38817, -20.38931)
H (7.70645, -17.67298, -17.21809)
H (6.96723, -17.63065, -18.80001)
H (7.17534, -16.11591, -17.97104)
H (5.23086, -18.48208, -17.39263)
H (5.48115, -17.14556, -16.27302)
H (3.63113, -16.58881, -15.00870)
H (2.03110, -15.87525, -14.50174)
H (0.64472, -17.93473, -14.72073)
H (2.15665, -18.73406, -15.16655)
H (1.98092, -18.17967, -13.57772)
H (3.64529, -16.44739, -20.24597)
H (1.98657, -16.25651, -20.84013)
H (2.29329, -13.68332, -20.36024)
H (3.78828, -13.95447, -19.64163)
H (3.62639, -14.39065, -21.35674)
C (2.52592, -10.10464, -10.48467)
C (2.73579, -8.83022, -9.62108)
O (1.65700, -7.95589, -9.95186)
P (0.37972, -7.57982, -9.00800)
O (-0.90649, -8.40772, -9.32352)
O (0.29782, -5.97738, -9.20439)
C (-0.99210, -5.35753, -9.40464)
C (-0.99494, -4.78487, -10.77929)
O (0.93108, -7.72272, -7.44238)
C (0.64523, -8.95465, -6.77129)
C (1.32995, -8.89164, -5.43452)
H (3.45323, -10.66649, -10.59663)
H (1.73059, -10.70728, -10.04604)
H (2.25393, -9.87816, -11.51560)
H (2.78326, -9.05126, -8.55478)
H (3.67937, -8.36411, -9.90478)
H (-1.75331, -6.10655, -9.18643)
H (-1.01310, -4.67610, -8.55416)
H (-0.22425, -4.02634, -10.91627)
H (-0.99120, -5.60754, -11.49433)
H (-1.92402, -4.26324, -11.00914)
H (-0.37992, -8.96407, -6.40104)
H (0.88132, -9.84203, -7.35859)
H (1.28219, -9.79745, -4.83008)
H (2.40273, -8.69889, -5.42679)
H (0.98064, -8.05345, -4.83159)
C (7.91102, -27.77280, -0.58459)
C (6.85613, -28.82479, -0.84114)
O (5.70373, -28.61285, 0.00473)
P (4.17060, -28.69237, -0.50676)
O (3.84616, -29.94656, -1.14577)
O (3.36842, -28.42084, 0.90963)
C (2.02639, -28.26960, 1.15848)
C (1.50870, -29.49335, 1.74422)
O (4.07419, -27.32767, -1.42581)
C (4.71563, -26.15910, -0.90094)
C (3.69003, -25.08089, -0.89032)
H (8.15450, -27.76678, 0.47784)
H (8.75633, -27.89137, -1.26245)
H (7.54997, -26.78434, -0.86869)
H (6.49483, -28.73812, -1.86585)
H (7.28546, -29.82201, -0.74473)
H (1.79554, -27.47124, 1.86376)
H (1.61384, -28.07645, 0.16823)
H (1.81590, -29.54507, 2.78876)
H (0.42333, -29.52445, 1.64892)
H (1.90820, -30.35223, 1.20494)
H (5.16215, -26.23377, 0.09060)
H (5.56410, -25.84242, -1.50750)
H (4.21156, -24.26364, -0.39211)
H (3.43006, -24.76750, -1.90142)
H (2.73928, -25.11815, -0.35852)
C (10.14860, -25.84045, -12.94665)
C (8.92566, -25.85279, -11.95994)
O (7.79606, -25.77602, -12.75731)
P (6.69488, -24.60503, -12.62098)
O (7.14368, -23.24751, -12.93974)
O (5.49968, -25.15266, -13.61495)
C (4.24177, -24.65972, -13.82717)
C (3.21064, -25.68911, -14.14007)
O (6.10326, -24.89297, -11.15595)
C (5.73827, -23.82043, -10.31653)
C (4.60347, -24.25154, -9.44312)
H (11.13191, -25.55358, -12.57393)
H (10.28066, -26.70291, -13.59997)
H (9.97689, -25.05647, -13.68422)
H (8.81312, -26.82230, -11.47464)
H (9.05567, -25.17515, -11.11613)
H (3.98054, -23.95086, -13.04142)
H (4.42882, -24.07056, -14.72495)
H (3.54487, -26.12215, -15.08287)
H (3.20041, -26.45608, -13.36563)
H (2.35249, -25.04288, -14.32460)
H (6.53835, -23.36601, -9.73215)
H (5.34568, -23.00194, -10.91991)
H (3.74009, -24.46143, -10.07447)
H (4.73822, -25.17455, -8.87923)
H (4.23018, -23.49352, -8.75453)

Here are the Löwdin charges for atoms 1 to 2, given in e: -0.3387, -0.0289

=====

Which of these has the highest largest force on an atom?
C29H69Br6NO17P4

=====

What is the largest force on an atom in the first record?
0.0148 Eh/bohr

=====

What is the multiplicity in the first record?
4